Entry 1:
8
Properties=species:S:1:pos:R:3:forces:R:3 method="wB97M-V/def2-TZVPD" e_tot_ev=-38155.0627 charge=-2 orbital_gap_ev=5.4417 spin_multiplicity=1 e_above_lowest_ev=2.450
C -0.7224 -0.0424 0.8424 1.6 3.3 3.2
O -0.1352 -0.4699 -1.7468 0.0 -2.6 1.5
O 1.6974 -0.2330 -0.1420 0.6 0.1 0.7
O 0.3548 1.9264 -0.8746 -0.2 -2.0 0.5
P 0.4201 0.4596 -0.4681 0.6 2.0 -2.1
S -0.4884 1.3366 2.7249 -0.7 -1.9 -2.6
S -1.1244 -1.5499 0.9684 -1.3 -1.9 0.4
H -0.0019 -1.4274 -1.3042 -0.5 3.0 -1.6

***

Entry 2:
7
Properties=species:S:1:pos:R:3:forces:R:3 method="wB97M-V/def2-TZVPD" e_tot_ev=-20079.1751 charge=-1 orbital_gap_ev=8.9919 spin_multiplicity=1 e_above_lowest_ev=0.838
C 2.6308 -0.0607 1.3013 -1.8 2.3 0.8
O -0.4887 -0.0475 0.7058 -1.3 0.1 -1.2
O 1.9744 0.8246 1.6226 1.9 -2.3 -0.8
O -1.1791 -0.2484 -1.6854 0.6 0.1 -0.2
O -1.9560 1.6871 -0.3395 0.6 -3.0 0.2
S -1.4828 0.2475 -0.3536 -1.6 0.8 0.7
H -2.6624 -0.7092 -0.1293 1.6 1.9 0.3

***

Entry 3:
4
Properties=species:S:1:pos:R:3:forces:R:3 method="wB97M-V/def2-TZVPD" e_tot_ev=-13931.0358 charge=-1 orbital_gap_ev="5.2241 / 6.0801" spin_multiplicity=3
C -0.8415 -0.2325 -0.0522 1.4 -1.8 -1.5
O -0.7871 -1.8007 -0.9544 -0.6 2.0 1.3
S -2.0958 0.5267 0.6110 -0.3 -0.4 0.0
H 0.2463 -0.2340 -0.0243 -0.5 0.2 0.2

***

Entry 4:
8
Properties=species:S:1:pos:R:3:forces:R:3 method="wB97M-V/def2-TZVPD" e_tot_ev=-42317.2353 charge=-1 orbital_gap_ev=7.3295 spin_multiplicity=1 e_above_lowest_ev=1.685
C 0.5531 0.1983 0.8851 -0.3 0.4 -3.3
O -0.9449 -1.7149 -0.9698 0.6 0.7 -0.2
O 0.0146 0.3189 -2.0536 0.1 -0.2 0.1
O -2.0370 0.4205 -0.7119 -0.6 0.8 0.2
S -0.8353 -0.2681 -1.0542 0.8 -0.8 1.9
I 0.9098 2.3488 0.8948 -0.1 -0.4 -0.1
I 0.0280 -0.4336 2.7296 -0.9 -0.6 1.6
I 2.3117 -0.8699 0.2801 0.3 0.1 -0.1